# 1
15
Properties=species:S:1:pos:R:3:lowdin_charge:R:1 method="wB97M-V/def2-TZVPD" homo_lumo_gap_ev=9.79 smiles="[H]/N=C/[PH]#[PH]CC" total_energy_ha=-857.0708
P -0.264 -0.057 1.982 0.57
P 0.576 -0.875 0.183 0.56
N 1.566 2.130 1.172 -0.02
C 0.814 1.633 2.070 -0.52
C -0.954 -0.592 -0.868 -0.61
C -0.621 -0.862 -2.347 -0.25
H -1.724 -1.521 -0.727 0.11
H 0.428 2.192 2.887 0.02
H 0.163 -0.127 -2.814 0.09
H 2.117 3.019 1.410 0.07
H 0.928 -0.424 2.676 -0.11
H 0.090 -2.230 0.495 -0.08
H -1.422 0.384 -0.604 0.05
H -0.223 -1.877 -2.484 0.05
H -1.475 -0.793 -3.031 0.05

***

# 2
9
Properties=species:S:1:pos:R:3:lowdin_charge:R:1 method="wB97M-V/def2-TZVPD" homo_lumo_gap_ev=10.23 total_energy_ha=-2840.4488
Br 2.504 0.232 -0.250 0.72
O 0.561 -1.139 1.163 0.04
O 0.325 -1.344 -1.058 0.08
C 0.731 -0.652 -0.050 -0.92
C -0.575 0.946 0.062 -0.08
C -1.439 1.762 0.222 -0.03
H -2.147 2.469 0.567 0.00
H -0.341 -1.372 1.203 0.10
H 0.381 -0.901 -1.859 0.09

***

# 3
46
Properties=species:S:1:pos:R:3:lowdin_charge:R:1 method="wB97M-V/def2-TZVPD" homo_lumo_gap_ev=3.82 total_charge=-1 total_energy_ha=-4484.7003
Br 0.705 -0.909 -0.962 0.45
F -4.170 0.149 0.904 0.10
F 6.674 5.068 -3.106 0.08
F 5.108 -1.885 -0.123 0.07
F -6.292 -0.593 0.744 0.05
F -7.507 -1.875 4.877 0.07
F -5.819 1.587 0.443 0.06
O 6.385 1.748 -2.301 0.07
O 2.605 1.767 -0.281 0.13
O -4.733 -3.014 3.206 0.09
O 7.520 1.706 -0.351 0.15
O -6.039 -3.580 4.953 0.13
O -4.383 -1.045 -1.735 -0.16
O 7.427 3.605 -1.571 0.15
O -4.428 -4.996 4.242 0.17
O 4.656 1.436 0.603 0.07
O 3.639 -0.229 -0.534 0.04
N -0.847 -1.805 -1.555 -0.64
C 7.124 3.801 -2.939 -0.32
C -5.232 0.030 -1.367 -0.13
C 7.144 2.299 -1.316 -0.51
C 5.009 -0.564 -0.419 -0.32
C 3.541 1.056 -0.088 -0.56
C 6.037 2.803 -3.191 -0.05
C -5.731 -2.007 3.333 -0.07
C -5.012 -3.962 4.140 -0.54
C 5.473 0.279 0.726 -0.09
C -6.193 -2.191 4.745 -0.32
C -5.345 0.290 0.194 -0.43
C -2.004 -1.072 -0.995 -0.50
C -3.056 -0.602 -2.142 -0.19
H 8.025 3.648 -3.540 0.17
H -4.998 1.017 -1.866 0.13
H -6.524 -2.188 2.604 0.14
H -1.653 -0.147 -0.413 0.04
H 5.517 -0.358 -1.364 0.16
H -5.605 -1.642 5.486 0.17
H -2.982 0.518 -2.327 0.11
H -6.282 -0.257 -1.719 0.14
H -2.607 -1.710 -0.249 0.09
H 5.046 3.185 -2.932 0.16
H 5.292 -0.193 1.696 0.15
H -5.314 -1.016 3.156 0.13
H -2.722 -1.143 -3.092 0.11
H 6.529 0.536 0.651 0.10
H 6.020 2.456 -4.224 0.15

***

# 4
13
Properties=species:S:1:pos:R:3:lowdin_charge:R:1 method="wB97M-V/def2-TZVPD" homo_lumo_gap_ev="6.98 / 7.26" multiplicity=4 total_energy_ha=-1726.2718
Co -1.137 -0.825 1.147 0.79
O -0.419 0.258 -0.355 -0.35
O -0.632 -2.558 1.078 -0.39
O 1.730 0.334 2.372 -0.02
C -0.702 0.653 -1.682 -0.07
C 0.798 0.741 0.213 -0.20
C 0.814 0.087 1.606 -0.30
H -0.775 1.749 -1.741 0.10
H -1.660 0.198 -1.955 0.10
H 0.779 1.842 0.274 0.13
H -0.538 -3.181 1.799 -0.03
H 1.659 0.411 -0.393 0.14
H 0.084 0.292 -2.361 0.10

***

# 5
8
Properties=species:S:1:pos:R:3:lowdin_charge:R:1 method="wB97M-V/def2-TZVPD" homo_lumo_gap_ev="9.16 / 3.73" total_energy_ha=-925.3134
I 0.137 -1.840 -4.544 0.05
I -3.265 -0.837 1.281 0.30
Si -1.867 -1.000 -0.719 0.11
C -0.141 -0.223 -0.545 -0.37
H -0.447 0.851 -0.243 0.04
H 0.114 -0.340 -1.579 -0.07
H -1.891 -2.206 -1.704 -0.11
H 0.629 -0.675 0.157 0.05

***

# 6
15
Properties=species:S:1:pos:R:3:lowdin_charge:R:1 method="wB97M-V/def2-TZVPD" homo_lumo_gap_ev=8.49 total_energy_ha=-304.7069
N 3.475 1.222 -0.428 0.14
N 0.685 -0.529 -0.799 -0.01
C 1.841 -0.690 -0.167 -0.05
C -0.315 -0.224 0.261 -0.45
C 2.833 0.256 -0.550 -0.27
C -0.754 1.220 0.041 -0.05
C -1.384 -1.259 0.474 -0.06
H -2.091 -1.322 -0.355 0.08
H -1.468 1.330 -0.783 0.08
H 0.611 0.058 -1.634 0.14
H -1.923 -0.998 1.390 0.08
H -1.216 1.586 0.959 0.09
H 0.116 1.857 -0.169 0.08
H 0.317 -0.233 1.151 0.11
H -0.908 -2.233 0.628 0.08